Record 1
Formula: H3O2PS
Source: the OMol25 dataset
Level of theory: ωB97M-V with the def2-TZVPD basis set

As for the expectation value of S²: 2.005. As for the net charge: 0. The value obtained for the total energy is -24265.7294 eV. The calculation puts the strongest force on any atom at 1.886 eV/Å. As for the spin multiplicity: 3. For the molar mass, the calculation gives 98.06 g/mol. The calculation puts the energy relative to the best compared isomer or geometry (same formula, charge and spin) at 0.0 kcal per mole.

Each line ends with the Löwdin charge.
Geometry (Å):
O -0.265 -1.594 0.725  -0.35
O -1.121 0.594 1.066  -0.35
P 0.304 -0.121 0.956  0.64
S 1.206 0.320 -2.143  0.29
H 0.370 -2.241 0.416  0.04
H -1.126 1.534 1.253  0.04
H 0.631 1.508 -2.274  -0.31


Record 2
Formula: C17H15Cl2
Source: the OMol25 dataset
Level of theory: ωB97M-V with the def2-TZVPD basis set

As for the net charge: +1. The value obtained for the total energy is -42907.8533 eV. The calculation puts the strongest force on any atom at 2.099 eV/Å. For the molar mass, the calculation gives 290.21 g/mol.

Each line ends with the Löwdin charge.
Geometry (Å):
C -1.779 -0.226 2.515  0.08
C -0.529 0.289 2.553  -0.16
C 0.683 -0.481 2.615  -0.10
C 1.978 -0.055 2.817  -0.01
H -2.655 0.429 2.413  0.08
H -1.966 -1.289 2.419  0.07
H -0.426 1.382 2.513  0.12
H 0.533 -1.585 2.491  0.14
H 2.792 -0.738 2.583  0.09
H 2.189 1.000 2.846  0.09
Cl 8.209 1.848 2.493  0.75
C 6.821 1.284 3.330  -0.63
C 6.624 -0.096 3.484  -0.07
C 5.440 -0.541 4.042  0.01
C 4.392 0.372 4.378  -0.20
C 3.099 -0.221 4.699  0.00
C 2.114 0.312 5.615  -0.20
C 1.269 -0.647 6.256  0.00
C 0.157 -0.262 6.959  -0.08
C -0.122 1.109 7.097  -0.64
Cl -1.597 1.604 7.812  0.75
C 0.707 2.099 6.523  -0.07
C 1.840 1.689 5.844  0.00
C 4.668 1.760 4.275  0.00
C 5.846 2.231 3.712  -0.07
H 7.381 -0.782 3.170  0.11
H 5.305 -1.603 4.258  0.13
H 3.069 -1.288 4.592  0.12
H 1.544 -1.706 6.190  0.13
H -0.510 -0.984 7.391  0.11
H 0.448 3.150 6.607  0.12
H 2.521 2.485 5.477  0.10
H 3.942 2.525 4.627  0.10
H 6.012 3.290 3.556  0.12